Formula: C37H26ClN5O4P2Se2Sm
Source: the OMol25 dataset
Level of theory: wB97M-V/def2-TZVPD

CARTESIAN COORDINATES (ANGSTROEM)
Sm -0.7170 -2.3858 0.3542
O 1.8852 -7.5561 1.5580
C 1.8569 -6.7470 2.6226
O 2.6158 -6.7751 3.5706
C 0.8438 -5.6650 2.5734
C 0.2032 -5.1818 3.7403
Cl 0.0014 -5.8402 5.2237
N -0.5712 -4.1034 3.4528
N -0.5092 -3.8338 2.0722
C 0.1195 -4.9358 1.5053
C 0.2400 -5.1888 0.0602
O 0.5450 -6.3513 -0.3230
O 0.0990 -4.1778 -0.7631
C -1.1568 -3.1155 4.3567
C -2.0783 -3.5997 5.2699
C -2.7537 -2.7381 6.0866
C -2.5069 -1.3635 6.1092
C -1.6925 -0.8300 5.1192
C -0.9208 -1.6898 4.2892
H 1.2876 -7.1462 0.8284
H -2.2702 -4.6762 5.3902
H -3.4753 -3.1288 6.8170
H -2.9602 -0.6894 6.8706
H -1.4883 0.2586 5.1110
H -0.2570 -1.2807 3.5010
Se 0.4752 3.9539 -2.4275
P 1.2687 2.0018 -2.7167
C 0.2392 0.9867 -3.7356
C 0.6338 -0.3266 -4.0354
C -0.1444 -1.2125 -4.7390
C -1.3708 -0.8060 -5.2836
C -1.8557 0.4531 -4.9387
C -1.0505 1.3328 -4.1707
C 3.0295 2.2520 -3.3617
C 3.5280 1.7971 -4.5945
C 4.8694 2.0502 -4.9356
C 5.6921 2.7909 -4.1241
C 5.1634 3.2946 -2.9128
C 3.8222 3.1223 -2.6013
C 1.4730 0.9010 -1.2278
C 0.3476 0.3769 -0.4561
N 0.8018 -0.9338 -0.1279
N 2.1544 -1.0596 -0.4645
N 2.4964 0.0294 -1.1540
P -0.9519 1.3014 0.4044
Se -2.1919 -0.2144 1.6296
C -2.1378 2.0383 -0.7217
C -2.5461 3.4036 -0.6581
C -3.7827 3.7442 -1.1980
C -4.6321 2.7412 -1.7575
C -4.2051 1.3907 -1.9032
C -2.9447 1.0651 -1.3960
C -0.2502 2.3837 1.6253
C -1.0383 3.3572 2.2616
C -0.4048 4.2541 3.1714
C 0.9525 4.1395 3.4300
C 1.7155 3.1401 2.7876
C 1.1408 2.2524 1.8957
H 1.5795 -0.7631 -3.6764
H 0.1510 -2.2666 -4.8509
H -1.9685 -1.4261 -5.9327
H -2.7500 0.8534 -5.3882
H -1.3783 2.3739 -3.9814
H 2.9395 1.2036 -5.2699
H 5.2427 1.7020 -5.9408
H 6.7354 2.9609 -4.3899
H 5.7866 3.9538 -2.2509
H 3.2290 3.7399 -1.9363
H -1.8972 4.2365 -0.2924
H -4.1473 4.7570 -1.2956
H -5.5328 3.0869 -2.2159
H -4.8588 0.6479 -2.3571
H -2.5901 0.0088 -1.3967
H -2.1616 3.3572 2.1287
H -0.9098 5.1361 3.5269
H 1.4457 4.7515 4.1657
H 2.8082 3.0479 2.9749
H 1.6404 1.3789 1.4193

- 2S+1: 6
- LUMO energy (spin up / spin down): -4.57 / -3.85 eV
- Orbital gap (spin up / spin down): 5.684 / 6.400 eV
- Total charge: +1

---

Formula: C37H27InN9S2SbSe
Source: the OMol25 dataset
Level of theory: wB97M-V/def2-TZVPD

CARTESIAN COORDINATES (ANGSTROEM)
In 1.4543 -0.1936 0.2995
N 2.3925 -0.8852 4.4845
C 1.1327 -1.4191 4.6428
C 0.6005 -1.4969 3.3938
N 1.5219 -1.0381 2.4837
C 2.5862 -0.6697 3.1702
C 3.7006 -0.0531 2.4743
N 3.5184 0.3861 1.2453
C 4.7303 0.8717 0.8105
C 5.6457 0.7321 1.8065
N 4.9772 0.1402 2.8549
H 3.0297 -0.6755 5.2333
H 0.7292 -1.6711 5.6095
H -0.3641 -1.8720 3.0957
H 4.8616 1.2955 -0.1718
H 6.6906 0.9880 1.8510
H 5.4020 -0.1237 3.7275
S 5.4544 -0.0389 -6.3172
N 4.7590 1.1597 -5.5066
C 4.2480 0.6266 -4.4157
C 3.4905 1.3367 -3.4057
C 3.2049 2.7023 -3.4733
C 2.4380 3.2825 -2.4893
C 1.9497 2.4843 -1.4643
N 2.2182 1.1826 -1.3890
C 2.9987 0.6026 -2.3250
C 3.3351 -0.8212 -2.1605
N 2.9654 -1.4177 -1.0124
C 3.2164 -2.7122 -0.8416
C 3.8652 -3.4813 -1.7992
C 4.2804 -2.8775 -2.9618
C 4.0267 -1.5181 -3.1518
C 4.4743 -0.7743 -4.3123
N 5.1486 -1.2684 -5.3303
H 3.5946 3.2785 -4.3045
H 2.1954 4.3351 -2.5176
H 1.3152 2.8869 -0.6865
H 2.8827 -3.1456 0.0938
H 4.0308 -4.5355 -1.6273
H 4.7894 -3.4317 -3.7417
Se -0.0705 -3.3191 -2.7818
C 0.0520 -2.3328 -1.3698
N 0.0919 -1.6775 -0.3838
S -0.2866 1.4431 1.0108
Sb -2.4469 0.5478 0.6253
C -3.1114 -0.3181 2.4275
C -4.2693 -1.0933 2.3865
C -4.8349 -1.5328 3.5767
C -4.2549 -1.1860 4.7901
C -3.1093 -0.3983 4.8217
C -2.5305 0.0400 3.6387
C -3.5894 2.3020 0.3841
C -4.8498 2.2126 -0.2017
C -5.6312 3.3550 -0.3079
C -5.1580 4.5681 0.1761
C -3.9056 4.6480 0.7710
C -3.1127 3.5140 0.8759
C -3.0577 -0.7006 -0.9599
C -3.3696 -0.1008 -2.1764
C -3.8599 -0.8955 -3.2048
C -4.0203 -2.2608 -3.0143
C -3.6902 -2.8489 -1.7977
C -3.2067 -2.0693 -0.7592
H -4.7344 -1.3489 1.4410
H -5.7335 -2.1364 3.5516
H -4.7020 -1.5238 5.7175
H -2.6752 -0.1127 5.7731
H -1.6409 0.6599 3.6608
H -5.2277 1.2669 -0.5737
H -6.6090 3.2997 -0.7685
H -5.7741 5.4555 0.0916
H -3.5444 5.5935 1.1546
H -2.1307 3.5748 1.3276
H -3.2331 0.9632 -2.3242
H -4.1167 -0.4475 -4.1569
H -4.3976 -2.8731 -3.8234
H -3.8068 -3.9164 -1.6590
H -2.9430 -2.5227 0.1893

- LUMO energy: -5.39 eV
- Orbital gap: 7.143 eV
- Total charge: +2

---

Formula: C37H27MnN3O3PS
Source: the OMol25 dataset
Level of theory: wB97M-V/def2-TZVPD

CARTESIAN COORDINATES (ANGSTROEM)
Mn -1.1782 -0.0523 -0.6309
C 0.2681 1.2980 3.4237
C -0.0326 0.5105 2.3051
N -0.9188 0.8700 1.3966
C -1.5678 2.0380 1.5618
C -1.3529 2.8864 2.6516
C -0.3941 2.4867 3.5965
C -2.1025 4.1100 2.7496
C -2.9975 4.4481 1.7998
C -3.2216 3.5997 0.6595
C -4.1058 3.9189 -0.3855
C -4.2261 3.0641 -1.4496
C -3.4692 1.8855 -1.4645
N -2.6490 1.5583 -0.4836
C -2.5166 2.4021 0.5537
H 1.0177 0.9630 4.1270
H 0.4660 -0.4388 2.1436
H -0.1948 3.1158 4.4561
H -1.9298 4.7563 3.6011
H -3.5620 5.3689 1.8775
H -4.6740 4.8402 -0.3428
H -4.8841 3.2828 -2.2786
H -3.5339 1.1992 -2.2993
O -0.7380 1.1980 -2.4706
S -0.9783 -0.0068 -3.2976
O -1.6599 0.2053 -4.5316
O -1.6226 -0.9969 -2.3748
C 0.6292 -0.6830 -3.6071
C 0.8732 -1.3067 -4.8195
C 2.1256 -1.8570 -5.0545
C 3.1099 -1.7810 -4.0804
C 2.8499 -1.1704 -2.8601
C 1.6039 -0.6088 -2.6053
P 1.2031 0.1470 -0.9886
C 2.3092 -0.7366 0.1594
C 1.9261 -2.0391 0.4942
C 2.6730 -2.7850 1.3909
C 3.8003 -2.2242 1.9837
C 4.1770 -0.9285 1.6680
C 3.4365 -0.1845 0.7550
C 1.8622 1.8332 -1.0723
C 1.7303 2.6503 0.0530
C 2.1899 3.9575 0.0268
C 2.7752 4.4614 -1.1281
C 2.8982 3.6566 -2.2501
C 2.4410 2.3456 -2.2265
H 0.0863 -1.3450 -5.5612
H 2.3319 -2.3444 -5.9984
H 4.0888 -2.2035 -4.2684
H 3.6224 -1.1330 -2.1014
H 1.0376 -2.4643 0.0375
H 2.3786 -3.7984 1.6329
H 4.3845 -2.8014 2.6887
H 5.0532 -0.4932 2.1308
H 3.7438 0.8237 0.5062
H 1.2760 2.2578 0.9526
H 2.0867 4.5851 0.9032
H 3.1317 5.4830 -1.1531
H 3.3462 4.0519 -3.1525
H 2.5324 1.7287 -3.1112
N -1.8979 -1.5765 0.5977
C -2.0348 -2.6331 1.0192
C -2.2239 -3.9457 1.5698
C -1.6447 -4.2658 2.7967
C -1.8517 -5.5236 3.3329
C -2.6293 -6.4504 2.6497
C -3.1985 -6.1284 1.4244
C -2.9990 -4.8737 0.8767
H -1.0426 -3.5316 3.3159
H -1.4088 -5.7825 4.2851
H -2.7927 -7.4314 3.0760
H -3.7991 -6.8558 0.8956
H -3.4327 -4.6061 -0.0776

- 2S+1: 2
- LUMO energy (spin up / spin down): -2.86 / -2.84 eV
- Orbital gap (spin up / spin down): 8.028 / 8.191 eV
- Total charge: +1

---

Formula: C37H28Br2N2O4P2ReS2
Source: the OMol25 dataset
Level of theory: wB97M-V/def2-TZVPD

CARTESIAN COORDINATES (ANGSTROEM)
Re 0.3374 1.6923 0.6102
S -2.0705 0.9848 1.2386
P -1.1601 -0.8110 0.9797
C 0.1658 -0.2841 -0.1084
P -0.0164 -0.8472 -1.7935
S -1.4373 -0.0304 -2.8787
C -0.1782 -2.6610 -1.7360
C -0.9863 -3.3178 -2.6544
C -1.1088 -4.6986 -2.5948
C -0.4250 -5.4154 -1.6243
C 0.3982 -4.7610 -0.7197
C 0.5254 -3.3838 -0.7771
C 1.6195 -0.6099 -2.5487
C 1.7403 -0.7630 -3.9273
C 2.9793 -0.6218 -4.5300
C 4.0985 -0.3348 -3.7584
C 3.9762 -0.1742 -2.3863
C 2.7377 -0.3127 -1.7761
C -2.4219 -2.0609 0.6192
C -3.4558 -1.7327 -0.2544
C -4.4473 -2.6610 -0.5237
C -4.4088 -3.9103 0.0782
C -3.3800 -4.2355 0.9502
C -2.3840 -3.3128 1.2274
C -0.3923 -1.3223 2.5372
C 0.9636 -1.6189 2.6037
C 1.5450 -1.9091 3.8268
C 0.7704 -1.9107 4.9767
C -0.5836 -1.6127 4.9109
C -1.1667 -1.3104 3.6928
H -1.5231 -2.7427 -3.3976
H -1.7392 -5.2137 -3.3081
H -0.5276 -6.4920 -1.5737
H 0.9399 -5.3225 0.0311
H 1.1730 -2.8618 -0.0818
H 0.8591 -0.9807 -4.5188
H 3.0709 -0.7298 -5.6031
H 5.0675 -0.2358 -4.2303
H 4.8447 0.0645 -1.7862
H 2.6312 -0.1740 -0.7073
H -3.4830 -0.7504 -0.7087
H -5.2512 -2.4067 -1.2016
H -5.1921 -4.6310 -0.1188
H -3.3509 -5.2091 1.4222
H -1.5883 -3.5565 1.9186
H 1.5682 -1.5914 1.7050
H 2.6081 -2.0976 3.8905
H 1.2312 -2.1263 5.9314
H -1.1787 -1.5948 5.8145
H -2.2137 -1.0375 3.6292
O 4.2881 2.2329 1.7918
C 3.1250 1.9675 1.6156
O 2.4409 2.0007 0.5164
C 2.2032 1.5440 2.8845
O 2.6862 1.5446 3.9882
O 0.9993 1.2581 2.5120
Br -3.2178 4.3297 -3.0802
C -1.4900 3.6444 -2.7548
C -0.4653 3.8386 -3.6631
C 0.7705 3.2947 -3.3456
C 0.9419 2.6361 -2.1482
N -0.0535 2.4747 -1.2572
C -1.2643 2.9528 -1.5832
H -0.6322 4.3850 -4.5801
H 1.6015 3.3797 -4.0306
H 1.9032 2.2195 -1.8753
H -2.0751 2.7499 -0.8985
Br -0.5650 7.7867 3.7156
C -0.2944 6.1515 2.8155
C 0.9858 5.6841 2.5773
C 1.1310 4.4903 1.8956
N 0.0952 3.7623 1.4686
C -1.1362 4.2221 1.7213
C -1.3810 5.4108 2.3784
H 1.8572 6.2205 2.9213
H 2.1242 4.1172 1.6872
H -1.9636 3.6055 1.4007
H -2.3953 5.7328 2.5601

- 2S+1: 2
- LUMO energy (spin up / spin down): -1.41 / -0.84 eV
- Orbital gap (spin up / spin down): 6.440 / 6.598 eV
- Total charge: 0

---

Formula: C37H29BrGeN5SW
Source: the OMol25 dataset
Level of theory: wB97M-V/def2-TZVPD

CARTESIAN COORDINATES (ANGSTROEM)
W -0.3782 0.0999 0.4563
Br 2.2839 0.2411 0.3841
C 2.4745 -0.0493 2.2397
C 3.6911 -0.3721 2.7649
C 3.7930 -0.5219 4.1647
C 2.6975 -0.3197 4.9566
C 1.4417 0.0174 4.3918
C 0.3140 0.2556 5.2071
C -0.9046 0.5888 4.6693
C -1.0531 0.6598 3.2824
C 0.0106 0.4122 2.4059
C 1.3026 0.1379 2.9879
H 4.5565 -0.5100 2.1332
H 4.7463 -0.7821 4.6009
H 2.7760 -0.4135 6.0307
H 0.4300 0.1805 6.2801
H -1.7496 0.7837 5.3129
H -2.0377 0.8971 2.8928
N -0.1820 1.5302 -0.8584
C 0.0212 2.7021 -1.0965
N 0.2297 3.8236 -1.4848
C -0.0312 5.0851 -1.1881
N -0.2267 6.1869 -0.9342
N -2.6987 0.1145 -2.2000
C -3.4428 0.0017 -1.1129
S -2.7572 0.0116 0.5127
N -4.7548 -0.1099 -1.2176
C -5.7270 -0.3430 -0.1771
C -6.8341 0.4896 -0.1477
C -7.8077 0.2721 0.8150
C -7.6618 -0.7615 1.7293
C -6.5529 -1.5937 1.6722
C -5.5781 -1.4005 0.7049
H -1.7379 0.4258 -2.1350
H -3.1176 0.1021 -3.1196
H -5.1502 0.0834 -2.1320
H -6.9322 1.2987 -0.8581
H -8.6760 0.9138 0.8494
H -8.4217 -0.9269 2.4791
H -6.4516 -2.4129 2.3694
H -4.7377 -2.0777 0.6343
C -3.1765 -3.8068 3.3987
C -3.3847 -3.9861 2.0370
C -2.4345 -3.5494 1.1274
C -1.2469 -2.9542 1.5652
C -1.0579 -2.7741 2.9377
C -2.0162 -3.1951 3.8485
Ge 0.1233 -2.4539 0.2815
C -0.3895 -2.7134 -1.5691
C -0.9784 -3.8835 -2.0588
C -1.2758 -4.0198 -3.4039
C -0.9862 -2.9930 -4.2965
C -0.3868 -1.8317 -3.8399
C -0.0912 -1.7032 -2.4872
C 1.8652 -3.1581 0.7067
C 2.1164 -3.8207 1.9075
C 3.3776 -4.3363 2.1762
C 4.3960 -4.2006 1.2456
C 4.1533 -3.5632 0.0354
C 2.8959 -3.0477 -0.2316
H -3.9151 -4.1525 4.1088
H -4.2825 -4.4777 1.6881
H -2.6198 -3.6898 0.0694
H -0.1561 -2.2968 3.3094
H -1.8538 -3.0575 4.9087
H -1.1965 -4.7110 -1.3941
H -1.7202 -4.9348 -3.7699
H -1.2060 -3.1132 -5.3477
H -0.1258 -1.0438 -4.5338
H 0.4386 -0.8008 -2.1707
H 1.3327 -3.9645 2.6386
H 3.5585 -4.8575 3.1056
H 5.3741 -4.6119 1.4520
H 4.9379 -3.4878 -0.7039
H 2.7139 -2.5833 -1.1946

- 2S+1: 2
- LUMO energy (spin up / spin down): -7.88 / -7.50 eV
- Orbital gap (spin up / spin down): 5.997 / 6.341 eV
- Total charge: +2

---

Formula: C37H29MgN2O4PS
Source: the OMol25 dataset
Level of theory: wB97M-V/def2-TZVPD

CARTESIAN COORDINATES (ANGSTROEM)
Mg 0.4569 0.0078 -0.7662
C 0.2446 -2.9342 -3.5923
C 0.6857 -1.6175 -2.9979
O -0.1263 -1.0498 -2.2298
C 1.9670 -1.0626 -3.3468
C 2.7236 -1.6376 -4.3980
C 3.9415 -1.1454 -4.7676
C 4.4801 -0.0435 -4.0738
C 3.7960 0.5338 -3.0448
C 2.5076 0.0745 -2.6451
O 1.8834 0.7043 -1.7155
H -0.6324 -3.2791 -3.0518
H 1.0332 -3.6828 -3.5247
H -0.0235 -2.8054 -4.6435
H 2.3111 -2.4768 -4.9437
H 4.4842 -1.5892 -5.5918
H 5.4500 0.3465 -4.3583
H 4.2051 1.3723 -2.4958
O -1.2658 -0.4140 2.7342
C -0.2110 -0.5157 2.1320
O 0.0255 -0.0586 0.9541
C 0.9409 -1.2565 2.7880
C 0.9510 -1.3109 4.1797
C 1.9475 -1.9874 4.8571
C 2.9315 -2.6584 4.1431
C 2.9158 -2.6300 2.7611
C 1.9446 -1.9061 2.0635
P 1.9939 -1.9559 0.2177
C 1.4493 -3.6980 0.0351
C 0.0668 -3.8680 -0.0606
C -0.4855 -5.1374 -0.1183
C 0.3423 -6.2508 -0.1050
C 1.7170 -6.0894 -0.0106
C 2.2720 -4.8200 0.0695
C 3.7972 -1.9729 -0.0824
C 4.5787 -1.0228 0.5805
C 5.9170 -0.8619 0.2635
C 6.4971 -1.6482 -0.7221
C 5.7338 -2.6008 -1.3778
C 4.3897 -2.7522 -1.0732
H 0.1532 -0.8121 4.7132
H 1.9500 -2.0084 5.9395
H 3.7057 -3.2071 4.6647
H 3.6722 -3.1735 2.2093
H -0.5715 -2.9904 -0.0822
H -1.5604 -5.2559 -0.1718
H -0.0810 -7.2450 -0.1680
H 2.3594 -6.9611 0.0068
H 3.3452 -4.7086 0.1609
H 4.1285 -0.4123 1.3539
H 6.5053 -0.1213 0.7908
H 7.5400 -1.5187 -0.9830
H 6.1840 -3.2136 -2.1486
H 3.8009 -3.4913 -1.6033
S -3.6534 2.6957 -4.8172
C -2.5855 2.2245 -3.4635
C -3.0344 1.3623 -2.4733
C -2.1574 1.0139 -1.4615
N -0.9080 1.4762 -1.3982
C -0.4999 2.3479 -2.3205
C -1.3047 2.7513 -3.3734
C -3.5907 1.1710 -5.7563
C -4.7038 0.3469 -5.8127
C -4.6341 -0.7905 -6.6071
N -3.5598 -1.1252 -7.3124
C -2.4998 -0.3256 -7.2468
C -2.4603 0.8345 -6.4861
H -4.0406 0.9680 -2.4932
H -2.4554 0.3407 -0.6647
H 0.5139 2.7111 -2.2156
H -0.9435 3.4479 -4.1166
H -5.5985 0.5875 -5.2557
H -5.4804 -1.4650 -6.6797
H -1.6426 -0.6242 -7.8406
H -1.5762 1.4568 -6.4683

- LUMO energy: -0.10 eV
- Orbital gap: 7.994 eV
- Total charge: 0